No. 1
14 unconnected molecules or ions with the total composition C13H52F2N27O17S2. Source: the OMol25 dataset; level of theory: wB97M-V/def2-TZVPD.

energy above the lowest of the compared OMol25 structures with the same formula, charge and spin = 275.6 kcal per mole
multiplicity = 1
E = -4280.36404 hartree
net charge = -1

The geometry in XYZ format:
```
113
Properties=species:S:1:pos:R:3:mulliken_charge:R:1
N -1.79233 0.53232 -0.35904 -0.1646
S -0.75629 0.19178 0.63589 1.0177
O -0.20457 1.22029 1.58033 -0.6180
O 0.05914 -0.93581 0.32570 -0.5978
F -1.71760 -0.63591 1.60175 -0.3261
S -0.72023 0.93425 -1.54473 1.0934
O -0.22480 -0.20694 -2.28432 -0.5402
O 0.13615 2.05270 -1.17588 -0.5747
F -1.72438 1.58416 -2.65900 -0.2946
C 5.81235 7.29816 -4.59017 0.6510
O 5.25816 7.25301 -5.61687 -0.6092
N 5.65985 6.43223 -3.65086 -0.4126
N 6.53903 8.28931 -4.19324 -0.3917
H 5.89420 6.63995 -2.69064 0.1690
H 5.15546 5.60482 -3.93560 0.2197
H 6.59638 9.08809 -4.80868 0.2199
H 6.85973 8.26497 -3.23582 0.1547
C 2.30998 -0.72046 -9.46829 0.6682
O 1.84209 0.33058 -9.00882 -0.6697
N 3.18633 -1.45714 -8.85164 -0.3739
N 2.11082 -1.12850 -10.69658 -0.3732
H 3.50191 -1.24581 -7.91576 0.2276
H 3.72157 -2.05337 -9.46655 0.1536
H 2.72186 -1.85671 -11.03780 0.1507
H 1.49987 -0.60406 -11.30634 0.2167
C -2.38115 -6.00140 -7.25710 0.5981
O -1.49227 -6.37596 -8.00064 -0.6465
N -3.60043 -6.34802 -7.45251 -0.3834
N -2.29310 -5.17656 -6.21767 -0.4071
H -4.23842 -6.12253 -6.70269 0.1844
H -3.70837 -7.20682 -7.97300 0.2372
H -3.01574 -5.34758 -5.53311 0.1823
H -1.36830 -4.89019 -5.92986 0.2339
C 6.27037 -1.17209 -2.48241 0.6027
O 6.36372 -0.68651 -3.61482 -0.6761
N 5.68381 -0.65346 -1.48658 -0.2981
N 6.78024 -2.31296 -2.05543 -0.3682
H 5.88725 -1.20157 -0.66300 0.1781
H 5.60179 0.35297 -1.50839 0.2338
H 7.27221 -2.95016 -2.66538 0.2027
H 6.56247 -2.64116 -1.12539 0.1268
C -2.26719 6.52915 6.45396 0.5416
O -3.38729 6.94689 6.69912 -0.6374
N -1.19538 7.22835 6.35184 -0.2830
N -1.87194 5.26533 6.37395 -0.4614
H -1.05784 8.22780 6.39945 0.1969
H -0.51022 6.57683 5.99664 0.2013
H -2.62459 4.67351 6.69547 0.2117
H -1.33129 4.93887 5.58578 0.2313
C -0.52668 -9.02493 3.96899 0.6522
O 0.49160 -9.34764 3.42423 -0.6331
N -1.18072 -9.78643 4.79900 -0.3835
N -0.99917 -7.80965 4.04410 -0.3803
H -0.90260 -10.75558 4.85826 0.2119
H -2.00662 -9.46037 5.28032 0.1588
H -1.74527 -7.49427 4.64738 0.1615
H -0.58217 -7.14728 3.40576 0.2115
C -6.41920 -2.15062 -2.95481 0.7363
O -7.42537 -2.68598 -3.34899 -0.6741
N -6.20298 -0.85216 -3.04242 -0.3886
N -5.55485 -2.75657 -2.20273 -0.3665
H -6.97496 -0.27399 -3.34219 0.2033
H -5.31496 -0.52373 -2.69082 0.1568
H -4.81300 -2.14803 -1.88743 0.1335
H -5.70869 -3.72351 -1.95478 0.2011
C 3.78603 2.81427 8.70493 0.6481
O 4.22835 3.58019 9.47529 -0.6282
N 4.19443 2.66790 7.48696 -0.3882
N 2.71683 2.17363 8.88559 -0.3663
H 3.73601 2.04475 6.83763 0.1617
H 4.99087 3.21077 7.18514 0.2050
H 2.09680 2.24477 9.67969 0.1980
H 2.60344 1.35760 8.30133 0.1699
C -0.25701 8.48584 -0.15222 0.6067
O -0.70216 9.41263 0.52300 -0.6713
N -1.02630 7.53814 -0.51910 -0.3540
N 1.05253 8.32900 -0.44701 -0.3656
H -1.87669 7.45409 0.01930 0.2384
H -0.50286 6.77109 -0.91629 0.1878
H 1.81194 8.88967 -0.08777 0.1988
H 1.37803 7.52464 -0.96388 0.1590
C -4.21932 1.68049 -10.63844 0.6531
O -5.22253 1.70416 -11.29470 -0.6513
N -4.02966 1.00658 -9.51978 -0.3976
N -3.16121 2.36522 -10.91755 -0.3767
H -3.23031 1.05053 -8.90397 0.1804
H -4.82941 0.44804 -9.25801 0.2080
H -3.23197 3.02252 -11.68113 0.2107
H -2.35881 2.29765 -10.30788 0.1735
C 5.26378 -3.56297 5.18688 0.6448
O 5.85664 -3.64808 4.15791 -0.6319
N 5.70427 -3.77889 6.35446 -0.3696
N 3.90273 -3.57229 5.19850 -0.4705
H 5.00002 -3.74717 7.07773 0.1775
H 6.71004 -3.79015 6.44616 0.2295
H 3.56081 -3.75980 4.26683 0.2338
H 3.40126 -3.93881 5.99492 0.1872
C -0.18955 -5.40980 9.87259 0.6054
O 0.78495 -4.68283 10.02471 -0.6274
N -1.31552 -5.31569 9.06721 -0.4190
N -0.19246 -6.62256 10.34425 -0.3628
H -1.38911 -4.43793 8.57303 0.2227
H -2.16596 -5.80670 9.30336 0.1979
H 0.61950 -6.90636 10.87365 0.2198
H -1.09535 -7.07523 10.34130 0.1640
C -6.97226 2.40499 2.24534 0.6486
O -7.97351 2.91289 2.83235 -0.7081
N -6.82721 1.13428 2.18627 -0.3797
N -5.87968 3.01907 1.97817 -0.3060
H -7.60758 0.55025 2.45090 0.2285
H -6.14879 0.96791 1.45678 0.1807
H -5.16341 2.39178 1.64115 0.1290
H -5.76796 4.01602 2.09526 0.2071
```

No. 2
13 unconnected molecules or ions with the total composition C13H52O13. Source: the OMol25 dataset; level of theory: wB97M-V/def2-TZVPD.

energy above the lowest of the compared OMol25 structures with the same formula, charge and spin = 40.7 kcal per mole
multiplicity = 1
E = -1504.37970 hartree

The geometry in XYZ format:
```
78
Properties=species:S:1:pos:R:3:mulliken_charge:R:1
C 1.62837 -1.97967 4.37452 -0.7842
O 1.13509 -1.03052 3.43000 -0.3066
H 2.49067 -2.48421 3.94918 0.1941
H 1.92867 -1.48792 5.30300 0.3358
H 0.86591 -2.72164 4.62398 0.3249
H 0.39888 -0.58746 3.86454 0.2205
C 1.45089 -2.92375 -2.57786 -0.2371
O 2.48245 -2.22689 -1.90184 -0.5084
H 0.46050 -2.59232 -2.25510 -0.1240
H 1.58618 -2.76313 -3.64626 0.3424
H 1.54490 -4.00736 -2.42299 0.2555
H 2.31373 -2.28978 -0.95111 0.2191
C -4.21220 2.08745 -1.49358 -0.3326
O -4.86763 0.84061 -1.25423 -0.5858
H -3.28485 1.94199 -2.04387 -0.1520
H -4.82170 2.74611 -2.12253 0.4536
H -4.01425 2.61143 -0.55755 0.2944
H -5.78569 1.03460 -1.05274 0.3077
C -2.91138 1.65765 2.22984 -0.0111
O -3.17398 0.86263 3.37664 -0.5565
H -1.84284 1.70475 2.04504 -0.2157
H -3.39873 1.29721 1.31731 0.0830
H -3.29351 2.67515 2.37624 0.4180
H -4.12661 0.77128 3.45788 0.2934
C -2.94612 -1.68932 -2.58458 -0.8206
O -2.38636 -0.67235 -1.77853 -0.3444
H -2.99116 -2.63174 -2.02881 0.2440
H -3.97715 -1.45975 -2.87001 0.3394
H -2.38655 -1.84582 -3.50538 0.2993
H -3.09416 -0.24018 -1.28547 0.0678
C -0.49845 1.18774 -3.97183 0.1927
O -0.20869 1.77667 -5.22781 -0.5906
H -1.51436 1.41351 -3.64959 -0.0851
H -0.49742 0.08922 -4.03633 0.2050
H 0.23022 1.47644 -3.21145 0.0123
H 0.72715 1.63841 -5.39300 0.3208
C 2.68978 -3.72032 1.23577 -0.9568
O 1.88058 -2.59921 0.87525 0.1383
H 3.74521 -3.51649 1.03115 0.3433
H 2.57923 -3.98403 2.28746 0.3131
H 2.38576 -4.56351 0.61909 0.2850
H 1.95755 -1.94697 1.58639 -0.0628
C 0.76957 3.04622 2.79650 -0.1789
O 1.51379 4.18938 3.20002 -0.5719
H -0.26549 3.33913 2.60761 0.1966
H 1.15171 2.65278 1.85238 0.0065
H 0.94429 2.26860 3.54549 0.2426
H 1.43373 4.34505 4.14054 0.3135
C 0.02777 -0.11358 0.44774 -0.4603
O -0.39807 0.83975 -0.50546 0.4187
H -0.67820 -0.20499 1.27955 0.2837
H 0.22827 -1.08997 0.00447 0.2549
H 0.98090 0.16375 0.90921 -0.1427
H -1.01038 0.38222 -1.09603 0.0555
C 4.20080 -0.12380 2.22989 -0.3457
O 5.03720 1.01291 2.03910 -0.5310
H 3.95704 -0.56281 1.26117 0.0826
H 4.68347 -0.86298 2.87153 0.3363
H 3.23150 0.19191 2.62982 0.1524
H 5.34995 1.28167 2.90664 0.3032
C -0.85143 4.10739 -1.55979 -0.1691
O -2.17551 4.60092 -1.41868 -0.5576
H -0.86198 3.03020 -1.73159 -0.1740
H -0.27890 4.60692 -2.34512 0.3470
H -0.30102 4.28923 -0.63730 0.1779
H -2.61305 4.56218 -2.27244 0.2983
C 3.08196 1.58221 -1.04591 -0.2772
O 1.96283 2.42225 -1.36511 -0.5232
H 3.47901 1.85277 -0.06158 0.1929
H 2.78587 0.53141 -1.01437 -0.0512
H 3.84650 1.76314 -1.79514 0.3717
H 1.21156 2.05613 -0.87633 0.0971
C -1.24022 -4.37554 -0.58160 -0.3600
O -2.41831 -5.07457 -0.18280 -0.5534
H -0.34347 -4.88508 -0.21947 0.2636
H -1.20428 -4.30062 -1.67350 0.2813
H -1.23900 -3.36358 -0.18029 0.0830
H -2.24639 -6.00909 -0.32000 0.3077
```

No. 3
A molecular structure, C13H5Cl3CrO12S. Source: the OMol25 dataset; level of theory: wB97M-V/def2-TZVPD.

<S²> = 6.014
energy above the lowest of the compared OMol25 structures with the same formula, charge and spin = 12.2 kcal per mole
multiplicity = 5
E = -4224.29064 hartree
net charge = -4

The geometry in XYZ format:
```
35
Properties=species:S:1:pos:R:3:nbo_charge:R:1
Cr -0.54145 1.81710 -0.24609 1.3298
S -0.61243 3.92139 1.51132 2.5589
O -0.57715 3.71310 -0.02025 -1.0727
O -1.81229 4.62699 1.97834 -1.0884
O -0.57533 2.53916 2.03452 -0.9873
O 0.52843 4.75103 1.91874 -1.0834
C 2.70108 -0.53737 0.62690 -0.4988
C 3.01141 -1.77594 -0.00943 0.4243
C 2.47457 -2.04625 -1.41017 0.4415
O 2.58038 -3.14652 -1.92803 -0.6316
C 1.62966 -1.06415 -2.01460 -0.4986
C 1.41280 0.12681 -1.39417 0.3928
C 1.89829 0.38579 0.01861 0.3730
O 1.32281 1.39318 0.56832 -0.7197
O 0.58534 1.02816 -1.81093 -0.7947
O 3.65211 -2.61894 0.56773 -0.6343
H 3.10648 -0.35982 1.61229 0.2004
H 1.11362 -1.25629 -2.94447 0.1844
C -1.30297 -2.04495 0.35585 -0.5067
C -0.79854 -3.32571 0.82017 0.4505
C -0.19789 -3.44679 2.27816 0.3920
O 0.49991 -4.44266 2.50110 -0.7157
C -0.33968 -2.30522 3.08532 -0.5576
C -0.98034 -1.11472 2.65256 0.4168
C -1.40634 -0.97916 1.19753 0.3982
O -1.62056 0.19595 0.67136 -0.8102
O -1.06630 -0.15004 3.42049 -0.6353
O -0.63331 -4.28368 0.07471 -0.6523
H -1.45563 -2.01525 -0.71667 0.1923
H -0.00873 -2.32653 4.11667 0.1742
C -2.47227 2.90027 -4.00453 -0.2899
Cl -4.16073 3.34628 -4.32570 -0.0716
Cl -2.31860 1.79838 -2.61076 0.0862
Cl -1.49936 4.32471 -3.68980 0.0255
H -2.13700 2.37168 -4.88508 0.2081
```

No. 4
A molecular structure, C13H5IrN4O4S2. Source: the OMol25 dataset; level of theory: wB97M-V/def2-TZVPD.

<S²> = 1.194
multiplicity = 2
E = -1918.49934 hartree
net charge = +1

The geometry in XYZ format:
```
29
Properties=species:S:1:pos:R:3:nbo_charge:R:1
Ir 1.17962 1.25729 -3.16057 0.5777
S -0.71031 -1.89324 -4.20503 0.4903
C 0.32200 -1.09529 -1.87439 0.7639
C -0.51309 -1.28798 0.35203 -0.1560
C 0.24555 -1.97642 1.22955 -0.0892
C -0.29130 -3.05604 1.98305 0.2064
N -0.69543 -3.95683 2.55826 -0.1550
C 1.63731 -1.59915 1.50085 -0.1242
C 2.29148 -0.75306 0.68914 -0.0906
C 1.65183 -0.28784 -0.56291 0.1014
S 2.45782 1.22395 -1.21883 -0.0718
C 2.23552 -2.11729 2.68217 0.2205
N 2.70120 -2.55221 3.62958 -0.1691
H -1.55836 -1.52710 0.21314 0.2648
H 3.29151 -0.41184 0.90271 0.2594
O -1.26642 0.69563 2.36675 -0.6424
C -1.82128 1.66097 1.64426 0.7811
O -2.58470 2.45315 2.10606 -0.5177
C -1.41921 1.77512 0.19868 -0.2492
C -1.79429 2.91348 -0.50885 0.0774
N -1.28391 2.82093 -1.73315 -0.2843
N -0.59781 1.68687 -1.89240 -0.2974
C -0.65956 1.01899 -0.72324 0.1702
C 0.05706 -0.28166 -0.61108 -0.2343
O 1.67633 -1.23985 -1.64306 -0.4022
O -0.05502 -0.75782 -3.13365 -0.6350
H -0.74057 0.06022 1.85702 0.4847
H -2.37515 3.74295 -0.15506 0.2747
H -1.38081 3.48407 -2.49103 0.4459
```

No. 5
A molecular structure, C13H6AuCl5O5S. Source: the OMol25 dataset; level of theory: wB97M-V/def2-TZVPD.

<S²> = 2.134
multiplicity = 3
E = -3709.14812 hartree

The geometry in XYZ format:
```
31
Properties=species:S:1:pos:R:3:nbo_charge:R:1
Au 0.17397 1.89805 -0.58402 0.4980
Cl -4.28594 1.44214 -1.82269 0.0610
C -3.22904 0.47020 -0.88133 -0.2105
C -2.01524 0.99944 -0.65279 -0.0727
C -1.04822 -2.06671 1.06409 -0.4999
Cl -0.30079 -1.01460 0.38273 1.8056
C -2.32549 -2.52654 1.35068 -0.0907
Cl -2.52644 -3.74163 2.51389 0.1179
C -3.43679 -1.99726 0.58491 -0.1145
Cl -4.84150 -2.98559 0.92310 0.0286
C -3.72887 -0.90551 -0.38367 -0.0684
Cl -5.23297 -1.20214 -1.19548 0.0592
O 0.72890 -3.98817 -0.57306 -0.4665
C 1.08946 -2.97435 -1.07301 0.4869
C 0.61371 -0.45447 1.51474 0.1774
O 1.31875 -0.05526 2.38805 -0.4531
C 0.65856 -1.53796 -0.74879 -0.6615
C 1.18480 -1.03807 -2.00968 0.4479
O 1.05134 0.05174 -2.51667 -0.5614
C 1.71034 -2.41646 -2.38364 0.4270
O 2.33340 -2.88364 -3.27349 -0.4146
O -1.21187 -0.02166 -0.15283 -0.7737
C 3.34746 1.92822 0.40940 -0.7491
S 2.13136 3.08936 -0.25239 0.3320
C 1.81025 4.05246 1.24229 -0.7423
H 2.90921 1.32866 1.20239 0.2426
H 4.19239 2.50478 0.78207 0.2305
H 3.67244 1.29923 -0.41629 0.2482
H 2.74630 4.51930 1.54383 0.2297
H 1.43018 3.41115 2.03267 0.2377
H 1.08033 4.81529 0.98497 0.2489
```

| no. | maximum force (eV/Å) |
| --- | --- |
| 1 | 11.07 |
| 2 | 0.97 |
| 3 | 2.79 |
| 4 | 3.62 |
| 5 | 4.93 |